Computed, not measured: a 12-piece molecular cluster, C54H126N6O6 overall in a non-equilibrium geometry, with the ωB97M-V functional and the def2-TZVPD basis.

Each line ends with the Mulliken charge.
Atoms and positions in Å:
C 6.82 2.91 2.08  -1.670
C 5.50 2.56 1.37  1.318
C 5.49 2.60 -0.16  -0.798
C 4.29 1.86 -0.82  1.703
C 4.42 1.69 -2.34  -0.216
C 4.75 2.98 -3.08  -1.075
H 7.40 3.67 1.53  0.373
H 7.46 2.02 2.16  0.408
H 6.65 3.29 3.09  0.291
H 5.21 1.54 1.67  0.072
H 4.70 3.19 1.77  -0.773
H 6.43 2.14 -0.51  0.393
H 5.53 3.64 -0.50  0.031
H 4.23 0.85 -0.39  -0.168
H 3.35 2.38 -0.56  -0.877
H 5.21 0.95 -2.52  0.410
H 3.50 1.24 -2.74  -0.159
H 4.03 3.77 -2.78  -0.074
H 5.75 3.34 -2.84  0.347
H 4.68 2.87 -4.17  0.458
C -1.33 7.06 -0.90  -1.360
C 0.15 6.78 -1.17  -0.501
C 0.71 5.65 -0.31  0.278
C 2.24 5.44 -0.46  0.702
C 3.22 6.58 -0.07  -0.759
C 4.69 6.11 -0.21  -0.828
H -1.47 7.47 0.10  0.380
H -1.96 6.18 -1.00  0.206
H -1.70 7.81 -1.60  0.384
H 0.33 6.57 -2.23  0.194
H 0.71 7.70 -0.94  0.408
H 0.16 4.71 -0.53  -0.393
H 0.50 5.89 0.75  0.587
H 2.52 4.57 0.16  -0.714
H 2.47 5.13 -1.50  0.030
H 3.04 7.46 -0.70  0.534
H 3.04 6.91 0.97  0.329
H 4.97 5.51 0.65  0.040
H 4.81 5.51 -1.11  0.130
H 5.38 6.95 -0.28  0.474
C -6.06 -5.72 -0.81  -1.527
C -5.72 -4.56 0.14  0.307
C -5.16 -3.31 -0.59  -0.426
C -4.98 -2.13 0.36  -0.465
C -4.39 -0.89 -0.32  0.996
C -4.40 0.35 0.58  -1.508
H -5.20 -6.00 -1.42  0.305
H -6.86 -5.41 -1.48  0.413
H -6.40 -6.61 -0.28  0.398
H -6.63 -4.25 0.68  0.371
H -5.00 -4.89 0.91  -0.292
H -5.86 -3.01 -1.38  0.579
H -4.20 -3.53 -1.09  -0.173
H -5.98 -1.85 0.76  0.467
H -4.38 -2.42 1.24  -0.028
H -3.35 -1.09 -0.64  -0.930
H -4.97 -0.69 -1.23  0.580
H -3.69 1.09 0.18  0.107
H -5.38 0.83 0.61  0.529
H -4.11 0.14 1.62  0.250
C -2.76 0.08 -6.23  -0.589
C -2.21 -1.35 -5.99  -0.593
C -1.98 -1.58 -4.49  0.378
C -1.16 -2.81 -4.01  -0.823
C -0.99 -2.84 -2.47  2.164
C -0.52 -4.19 -1.90  -1.103
H -2.23 0.81 -5.61  -0.231
H -3.82 0.15 -5.98  0.281
H -2.64 0.38 -7.27  0.461
H -2.90 -2.10 -6.42  0.306
H -1.25 -1.46 -6.51  0.290
H -2.95 -1.58 -3.97  0.270
H -1.45 -0.68 -4.13  -0.342
H -1.61 -3.74 -4.37  0.433
H -0.14 -2.77 -4.45  0.086
H -0.26 -2.08 -2.20  -0.695
H -1.93 -2.52 -1.98  -0.773
H 0.45 -4.47 -2.32  0.309
H -0.41 -4.15 -0.81  -0.158
H -1.23 -5.00 -2.13  0.403
C 1.04 4.50 -4.85  -1.730
C 0.74 3.46 -3.73  1.047
C -0.72 2.91 -3.76  0.693
C -1.86 3.92 -3.50  0.141
C -3.28 3.42 -3.91  -1.010
C -3.79 2.22 -3.08  -0.801
H 2.10 4.79 -4.82  0.409
H 0.43 5.40 -4.80  0.348
H 0.88 4.05 -5.83  0.438
H 1.43 2.62 -3.89  -0.008
H 0.97 3.88 -2.74  -0.724
H -0.80 2.06 -3.06  -0.598
H -0.88 2.46 -4.77  0.070
H -1.84 4.20 -2.43  -0.408
H -1.64 4.84 -4.06  0.534
H -4.00 4.24 -3.86  0.403
H -3.23 3.14 -4.97  0.303
H -3.10 1.37 -3.08  -0.023
H -3.97 2.49 -2.03  0.336
H -4.74 1.85 -3.51  0.483
C -7.38 -5.91 4.95  -1.307
C -5.98 -5.32 4.77  -0.213
C -4.93 -6.27 4.15  -0.754
C -3.71 -5.50 3.63  -0.021
C -2.86 -6.29 2.64  -0.810
C -1.96 -5.40 1.82  -0.477
H -7.35 -6.78 5.61  0.317
H -7.83 -6.23 4.00  0.307
H -8.05 -5.17 5.40  0.386
H -6.04 -4.44 4.11  0.200
H -5.63 -4.94 5.74  0.315
H -5.41 -6.75 3.28  0.245
H -4.65 -7.08 4.84  0.401
H -4.07 -4.60 3.11  -0.317
H -3.08 -5.16 4.47  0.511
H -2.27 -7.07 3.14  0.486
H -3.54 -6.81 1.95  0.307
H -1.34 -4.77 2.49  0.247
H -1.27 -6.02 1.24  0.274
H -2.52 -4.75 1.14  -0.068
C 2.01 -0.87 -4.84  -0.813
C 2.83 -1.91 -4.12  0.921
O 3.59 -2.62 -4.75  -0.735
N 2.64 -2.08 -2.78  0.763
C 3.49 -2.82 -1.88  -0.833
H 2.71 -0.27 -5.42  0.418
H 1.41 -0.22 -4.20  -0.134
H 1.36 -1.38 -5.54  0.257
H 1.94 -1.51 -2.33  -0.528
H 4.30 -2.17 -1.52  0.293
H 3.93 -3.70 -2.35  0.428
H 2.90 -3.10 -1.01  0.038
C 5.24 -6.32 1.98  -1.103
C 4.18 -5.48 1.26  0.607
O 4.33 -4.33 0.95  -0.532
N 3.00 -6.16 1.04  -0.111
C 1.78 -5.64 0.45  -0.127
H 4.88 -7.29 2.32  0.348
H 5.56 -5.75 2.85  0.281
H 6.11 -6.45 1.34  0.275
H 2.98 -7.12 1.32  0.206
H 1.81 -4.56 0.42  -0.327
H 0.94 -5.96 1.05  0.275
H 1.66 -6.02 -0.57  0.217
C 3.17 -1.81 2.08  -0.755
C 2.64 -0.64 2.86  0.422
O 3.11 0.47 2.72  -0.493
N 1.56 -0.92 3.66  -0.173
C 0.69 0.05 4.28  -0.782
H 3.24 -1.48 1.05  -0.271
H 2.54 -2.69 2.12  0.222
H 4.17 -2.07 2.42  0.441
H 1.41 -1.89 3.87  0.296
H 1.08 0.40 5.24  0.427
H -0.28 -0.42 4.45  0.473
H 0.55 0.91 3.63  -0.135
C 2.31 3.78 3.16  0.377
C 3.20 3.72 4.37  0.360
O 3.37 4.68 5.09  -0.724
N 3.81 2.54 4.60  0.269
C 4.92 2.42 5.52  -1.103
H 1.34 4.17 3.47  0.397
H 2.21 2.82 2.65  -0.181
H 2.75 4.51 2.46  -0.380
H 3.58 1.75 4.00  0.234
H 4.60 2.51 6.56  0.316
H 5.65 3.21 5.33  0.336
H 5.40 1.44 5.38  0.365
C -2.66 1.60 4.53  -1.479
C -2.17 2.37 3.31  0.555
O -1.80 1.76 2.31  -0.526
N -2.06 3.72 3.37  -0.069
C -1.63 4.54 2.23  -0.329
H -3.71 1.78 4.78  0.401
H -2.05 1.88 5.40  0.394
H -2.50 0.55 4.33  0.231
H -2.37 4.20 4.19  0.265
H -1.89 5.56 2.46  0.387
H -2.11 4.23 1.30  0.167
H -0.55 4.48 2.10  -0.230
C 0.24 1.44 -0.33  -0.047
C 0.22 -0.05 -0.07  0.030
O 1.11 -0.78 -0.51  -0.521
N -0.84 -0.50 0.63  1.152
C -1.00 -1.83 1.18  -0.257
H 1.17 1.66 -0.84  0.240
H 0.17 2.03 0.58  -0.168
H -0.60 1.73 -0.97  0.068
H -1.43 0.22 1.04  -0.248
H -2.07 -2.06 1.29  0.015
H -0.54 -1.87 2.17  0.238
H -0.54 -2.58 0.55  -0.367

Output
**Gap between HOMO and LUMO**: 8.90 eV
**F_max**: 1.82 eV/A
**HOMO energy**: -8.754 eV
**Structure (SMILES)**: CNC(C)=O.CNC(C)=O.CNC(C)=O.CNC(C)=O.CNC(C)=O.CNC(C)=O.CCCCCC.CCCCCC.CCCCCC.CCCCCC.CCCCCC.CCCCCC
**LUMO energy**: 0.143 eV
**Energy**: -2913.23032 hartree
**ΔE to the lowest compared entry with this formula, charge and spin**: 0.00 kcal/mol


Computed, not measured: a 2-piece molecular cluster, C15H22BN3O2 overall in a non-equilibrium geometry, with the ωB97M-V functional and the def2-TZVPD basis.

Each line ends with the Mulliken charge.
Atoms and positions in Å:
C -1.56 0.45 0.94  -0.893
C -0.71 0.09 -0.34  -0.222
C -1.24 -0.75 -1.39  -0.356
C -0.40 -1.01 -2.58  -0.640
C 0.94 -0.46 -2.69  -0.712
C 1.50 0.38 -1.61  0.726
C 2.94 0.97 -1.79  -1.064
C 3.18 1.98 -0.66  0.313
C 3.00 3.42 -0.77  -0.165
N 3.18 4.27 0.25  0.360
N 3.53 4.03 1.50  -0.794
C 3.74 2.71 1.65  -0.331
C 3.61 1.61 0.70  0.310
B 3.88 0.08 1.17  0.422
N 4.81 -0.87 0.55  -0.538
O 3.13 -0.37 2.28  -0.563
C 0.66 0.65 -0.45  0.148
H -1.64 1.58 0.93  0.290
H -0.95 0.20 1.85  0.234
H -2.57 -0.05 0.92  0.133
H -2.27 -1.18 -1.26  0.425
H -0.85 -1.64 -3.38  0.358
H 1.54 -0.66 -3.61  0.339
H 3.13 1.45 -2.78  0.498
H 3.65 0.10 -1.69  0.187
H 2.67 3.83 -1.76  0.430
H 3.01 5.27 0.06  0.298
H 4.03 2.42 2.70  0.449
H 5.72 -0.47 0.34  0.276
H 4.37 -1.27 -0.28  0.312
H 2.22 -0.04 2.11  0.377
H 0.99 1.26 0.42  0.415
C -4.60 -3.55 1.30  -1.449
C -4.80 -2.05 0.99  0.441
C -6.09 -1.88 0.17  -1.407
O -3.76 -1.64 0.23  -0.785
H -4.53 -4.15 0.38  0.303
H -3.70 -3.72 1.89  0.313
H -5.45 -3.94 1.87  0.409
H -4.98 -1.56 1.96  0.146
H -6.06 -2.43 -0.77  0.292
H -6.28 -0.82 -0.05  0.307
H -6.96 -2.25 0.74  0.409

Output
**Gap between HOMO and LUMO**: 1.76 eV
**F_max**: 3.08 eV/A
**HOMO energy**: -4.936 eV
**LUMO energy**: -3.172 eV
**Energy**: -924.20350 hartree


Computed, not measured: a 2-piece molecular cluster, C3H5O3PS overall in a non-equilibrium geometry, with the ωB97M-V functional and the def2-TZVPD basis.

Each line ends with the Mulliken charge.
Atoms and positions in Å:
C 1.39 0.43 -0.87  -1.245
C 0.16 -0.16 -0.71  0.409
C -0.97 0.40 -0.17  -0.576
O -3.22 -0.22 1.19  -0.583
O -2.40 -1.93 -0.53  -0.767
O -3.47 0.29 -1.30  -0.780
P -2.57 -0.45 -0.36  0.846
S 3.94 -0.96 0.00  -0.871
H 1.59 1.41 -0.45  0.278
H 2.17 -0.01 -1.45  0.361
H 0.03 -1.17 -1.07  0.316
H -0.98 1.44 0.15  0.317
H -2.66 -0.80 1.70  0.295

Output
**Gap between HOMO and LUMO (spin up / spin down)**: 5.06 / 5.05 eV
**F_max**: 2.29 eV/A
**HOMO energy (spin up / spin down)**: 0.003 / 0.014 eV
**LUMO energy (spin up / spin down)**: 5.066 / 5.066 eV
**Energy**: -1082.56183 hartree
**ΔE to the lowest compared entry with this formula, charge and spin**: 53.99 kcal/mol
**Total charge**: -2


Computed, not measured: a 2-piece molecular cluster, C3H10N2O2 overall in a non-equilibrium geometry, with the ωB97M-V functional and the def2-TZVPD basis.

Each line ends with the Mulliken charge.
Atoms and positions in Å:
N 1.97 -0.16 1.67  -0.724
C 1.04 0.19 0.48  0.365
C 1.70 1.15 -0.47  -1.385
C 0.72 -1.22 0.03  0.322
N 1.61 -1.73 -0.92  -0.526
O -0.20 -1.87 0.48  -0.594
H 1.51 -0.87 2.21  0.239
H 2.06 0.72 2.15  0.251
H 0.17 0.54 1.05  0.413
H 2.79 1.02 -0.47  0.382
H 1.44 0.93 -1.51  0.345
H 1.63 2.20 -0.21  0.371
H 1.46 -2.72 -1.06  0.269
H 2.54 -1.48 -0.58  0.272
H -6.69 0.54 -0.37  0.321
H -7.17 1.75 -1.26  0.320
O -6.57 1.00 -1.20  -0.641

Output
**Gap between HOMO and LUMO**: 10.71 eV
**F_max**: 2.91 eV/A
**HOMO energy**: -9.725 eV
**Structure (SMILES)**: C[C@H](N)C(N)=O.O
**LUMO energy**: 0.981 eV
**Energy**: -380.29152 hartree
**ΔE to the lowest compared entry with this formula, charge and spin**: 28.33 kcal/mol